The following is a quantum chemistry calculation of a molecular structure, C46H30Cl4I2LaN5O8, from OMol25.

Output
HOMO-LUMO gap (eV): 6.12
Molar mass (g mol⁻¹): 1315.30
Lowest unoccupied orbital energy (eV): 3.3
DFT total energy (Ha): -5114.79617
Relative energy (zero: lowest compared OMol25 entry of this formula, charge and spin) (kcal per mole): 33.7
HOMO energy (eV): -2.8
Spin multiplicity: 1
Net charge: -2

```
96
Properties=species:S:1:pos:R:3:forces:R:3
La -0.5295 -0.9445 1.1786 0.990 0.120 -0.174
O -0.6850 4.3691 3.4880 -0.124 -0.155 -0.141
C 0.6297 4.1555 3.3811 0.155 -0.131 0.022
C 1.5041 5.2239 3.6024 0.005 0.048 -0.013
C 2.8725 5.0443 3.5206 -0.005 -0.015 0.028
C 3.4054 3.7893 3.2504 0.138 -0.036 -0.015
C 2.5482 2.7235 3.0375 -0.068 0.118 0.069
C 1.1669 2.8880 3.0689 -0.082 0.023 -0.061
C 0.3142 1.7015 2.7586 -0.257 -0.163 0.247
O 0.8757 0.6023 2.4725 -0.015 0.744 0.639
N -0.9929 1.8969 2.8514 -0.126 0.557 0.094
N -1.7265 0.7528 2.6048 -0.215 0.707 0.481
C -2.9571 0.7529 2.9613 0.319 0.195 0.182
C -3.7501 -0.4568 2.9761 0.135 -0.387 -0.202
C -5.1347 -0.3902 3.1570 -0.006 0.006 -0.051
C -5.9153 -1.5237 3.2436 -0.151 -0.028 0.002
C -5.3012 -2.7767 3.1590 0.037 0.090 -0.018
C -3.9381 -2.8788 3.0169 0.091 -0.055 -0.097
C -3.1006 -1.7367 2.9125 -0.489 0.003 0.509
O -1.8229 -1.8797 2.8358 -0.553 -0.450 0.523
H -1.1248 3.4805 3.2522 0.084 0.141 0.071
H 1.0857 6.1964 3.8302 -0.054 -0.019 -0.014
H 3.5344 5.8883 3.6779 -0.018 0.018 0.011
H 4.4777 3.6458 3.2005 0.002 0.000 0.026
H 2.9260 1.7251 2.8552 -0.041 -0.011 -0.046
H -3.3952 1.6727 3.3597 -0.001 -0.013 -0.017
H -5.6094 0.5846 3.2130 0.067 0.039 0.006
H -6.9887 -1.4497 3.3683 0.008 0.042 -0.021
H -5.9054 -3.6767 3.2034 0.011 -0.006 0.026
H -3.4476 -3.8438 2.9593 0.002 0.000 0.002
I 2.7562 -4.0987 -2.0108 0.085 -0.023 0.180
C 2.8602 -3.9333 0.0780 -0.305 0.223 -0.423
C 3.7676 -4.7053 0.7882 0.051 -0.034 0.266
C 3.8110 -4.6250 2.1576 0.432 -0.417 0.024
I 5.2199 -5.8425 3.1682 -0.180 0.166 -0.126
C 2.9388 -3.7796 2.8700 -0.247 0.229 -0.061
C 2.8879 -3.6533 4.2740 -0.104 0.085 0.033
C 1.9824 -2.8055 4.8515 0.119 -0.101 -0.022
C 1.1129 -2.0729 4.0322 -0.068 0.097 0.027
N 1.1353 -2.1653 2.7260 0.446 -0.435 0.407
C 2.0174 -2.9873 2.1262 0.242 -0.287 -0.017
C 1.9524 -3.0321 0.6688 0.314 -0.293 -0.342
O 1.1490 -2.3174 0.0029 0.319 -0.215 0.218
H 4.4371 -5.3699 0.2598 -0.007 0.004 -0.015
H 3.5618 -4.2359 4.8885 0.027 -0.003 -0.027
H 1.9312 -2.7004 5.9269 -0.027 0.021 0.003
H 0.3821 -1.3966 4.4597 -0.035 0.003 -0.052
O -3.9185 -0.8872 -0.8570 -0.064 -0.120 -0.185
C -3.3208 -1.9389 -0.7577 -0.126 0.017 -0.056
N -2.1728 -2.1582 -0.0472 -1.190 -0.618 -0.774
C -1.8578 -3.4800 -0.0390 0.043 -0.245 0.149
O -0.9279 -3.9717 0.5871 -0.392 -0.129 -0.087
C -2.8461 -4.2130 -0.9088 -0.185 0.058 -0.207
C -2.9434 -5.5358 -1.2834 0.043 0.037 0.057
C -3.9638 -5.8831 -2.1666 0.061 -0.095 0.019
C -4.8463 -4.9257 -2.6510 -0.068 0.043 -0.031
C -4.7494 -3.5931 -2.2532 -0.018 0.057 0.031
C -3.7405 -3.2578 -1.3763 0.193 -0.243 0.059
H -2.2411 -6.2683 -0.9062 0.012 -0.008 -0.012
H -4.0633 -6.9137 -2.4866 -0.020 0.003 -0.024
H -5.6174 -5.2194 -3.3536 -0.015 -0.016 0.016
H -5.4333 -2.8405 -2.6248 -0.004 0.018 0.016
Cl 2.2123 4.2732 -2.0491 -0.030 0.083 0.003
C 1.5089 4.9738 -3.4666 -0.232 -0.135 -0.059
C 1.8365 6.2805 -3.7879 0.112 0.085 0.037
C 1.2165 6.9136 -4.8506 -0.020 -0.009 -0.003
C 0.2312 6.2556 -5.5682 0.031 0.029 0.012
C -0.0763 4.9468 -5.2457 0.197 -0.202 0.162
Cl -1.3036 4.1262 -6.1479 -0.081 0.030 -0.137
C 0.5786 4.2381 -4.2215 0.104 0.361 -0.143
N 0.2451 2.9049 -4.0055 -0.638 -0.182 0.940
C 1.1855 1.8796 -3.9134 0.233 -0.347 -0.381
C 2.5140 2.0648 -4.3094 -0.125 -0.034 0.029
C 3.4087 1.0059 -4.3277 0.019 -0.025 -0.051
C 2.9811 -0.2702 -4.0091 0.098 -0.050 0.009
C 1.6613 -0.4619 -3.6290 0.004 0.008 -0.026
C 0.7530 0.5827 -3.5486 -0.006 0.148 0.244
C -0.6589 0.2958 -3.0809 -0.004 0.170 0.363
C -1.0536 1.0570 -1.7758 -0.271 0.447 -0.354
O -1.5147 2.2021 -1.9365 0.297 -0.021 -0.112
O -0.8926 0.4905 -0.6584 0.070 0.128 -0.708
H 2.5644 6.8035 -3.1832 0.022 -0.027 0.010
H 1.4945 7.9261 -5.1112 -0.042 0.032 0.029
H -0.2896 6.7419 -6.3812 -0.010 -0.018 -0.004
H -0.5704 2.7695 -3.3596 0.194 -0.002 -0.295
H 2.8534 3.0478 -4.6088 -0.011 0.028 0.003
H 4.4437 1.1846 -4.5975 -0.030 0.007 -0.049
H 3.6628 -1.1099 -4.0438 0.013 -0.008 0.059
H 1.3192 -1.4607 -3.3913 0.000 -0.016 0.162
H -0.7700 -0.7741 -2.9064 0.044 -0.016 -0.031
H -1.3676 0.6087 -3.8524 -0.056 -0.011 0.054
Cl 4.9818 0.3368 -0.1308 0.193 -0.083 0.013
C 3.5007 1.3131 -0.1144 -0.350 -0.077 0.081
Cl 2.0542 0.2932 -0.0907 1.217 0.534 -0.879
H 3.4952 1.9109 -1.0188 -0.075 -0.035 -0.021
H 3.5185 1.9208 0.7821 -0.037 0.048 -0.065
```
Positions in Å, forces in eV/Å.

=====

The following is a quantum chemistry calculation of a molecular structure, C46H33BrF7LuN6O3PS2, from OMol25.

Output
HOMO-LUMO gap (eV): 6.27
Molar mass (g mol⁻¹): 1200.77
Lowest unoccupied orbital energy (eV): -3.4
DFT total energy (Ha): -7973.11843
Relative energy (zero: lowest compared OMol25 entry of this formula, charge and spin) (kcal per mole): 5.5
HOMO energy (eV): -9.7
Spin multiplicity: 1
Net charge: +1

```
100
Properties=species:S:1:pos:R:3:forces:R:3
Lu 0.9202 0.9467 -1.1491 -0.389 -0.161 -0.403
F 7.2613 0.2980 2.9224 -0.020 0.004 -0.022
C 5.9767 0.3705 2.6276 0.187 0.009 -0.058
C 5.0286 0.2374 3.6195 -0.095 -0.033 0.152
F 5.4062 0.0409 4.8694 -0.022 0.003 -0.025
C 3.6818 0.3156 3.2938 0.095 -0.067 0.197
F 2.8129 0.1969 4.2894 -0.043 0.022 -0.098
C 3.2475 0.5176 1.9936 -0.073 0.031 0.023
P 1.4690 0.4865 1.5947 -0.188 -0.359 0.016
C 0.7673 1.9134 2.4580 0.041 0.133 -0.058
C 1.5605 2.9844 2.8643 -0.048 0.005 0.107
C 0.9740 4.1014 3.4441 -0.031 -0.012 -0.020
C -0.4052 4.1629 3.5983 0.022 -0.001 -0.007
C -1.2003 3.1100 3.1644 0.043 -0.012 -0.021
C -0.6197 1.9890 2.5892 -0.079 0.079 -0.043
C 0.7913 -1.0206 2.3290 -0.030 0.184 -0.006
C 0.1027 -1.0221 3.5421 -0.043 0.013 0.167
C -0.4702 -2.1986 4.0065 0.162 0.240 -0.258
C -0.3637 -3.3771 3.2736 -0.316 0.914 0.485
C 0.3437 -3.3887 2.0804 0.295 0.461 0.221
C 0.9168 -2.2128 1.6119 -0.093 -0.154 0.179
C 4.2319 0.6689 1.0226 0.142 0.064 -0.065
Br 3.8591 1.0743 -0.7969 0.058 0.025 -0.140
C 5.5766 0.5963 1.3189 0.087 -0.029 0.125
F 6.5094 0.7456 0.3853 -0.033 0.009 -0.041
H 2.6379 2.9456 2.7562 0.009 -0.015 0.007
H 1.5975 4.9162 3.7914 -0.005 -0.015 0.004
H -0.8606 5.0282 4.0628 0.010 -0.011 -0.010
H -2.2757 3.1564 3.2767 0.017 0.000 0.002
H -1.2483 1.1780 2.2398 0.036 0.002 0.028
H 0.0112 -0.1150 4.1262 0.011 0.009 -0.024
H -1.0115 -2.1924 4.9437 0.004 0.003 0.002
H -0.8310 -4.2917 3.6219 0.140 0.509 -0.076
H 0.4185 -4.3087 1.5120 -0.037 0.587 0.418
H 1.4681 -2.2302 0.6835 0.124 0.076 0.038
C 2.3857 -1.5326 -4.9243 -0.111 0.027 0.062
N 0.9532 -1.2629 -4.8405 0.125 -0.074 -0.094
C 0.3734 -0.1383 -4.4280 0.230 0.151 0.135
S 1.3399 1.1881 -3.8492 -0.206 0.015 0.088
N -0.9546 -0.0896 -4.4942 -0.083 0.093 -0.066
C -1.8164 1.0895 -4.4096 0.150 -0.071 0.074
H 2.5462 -2.5929 -4.7434 0.003 -0.005 -0.004
H 2.9059 -0.9543 -4.1681 -0.002 0.000 -0.039
H 2.7764 -1.2685 -5.9057 -0.008 0.032 -0.024
H 0.3532 -1.9498 -5.2736 0.026 -0.045 0.011
H -1.4083 -0.9204 -4.8483 -0.043 0.006 0.020
H -1.2383 1.9299 -4.0452 0.043 0.024 0.019
H -2.6280 0.8953 -3.7160 -0.059 -0.025 0.061
H -2.2119 1.3199 -5.3979 -0.008 0.011 -0.001
N 1.2061 3.3082 -0.9896 -0.031 -0.391 -0.061
C 1.1511 4.4536 -0.9542 -0.021 0.588 0.091
C 1.0835 5.8910 -0.8974 0.015 -0.588 -0.011
C 0.8808 6.6070 -2.0740 0.000 0.096 -0.115
C 0.8100 7.9868 -2.0073 0.003 -0.040 0.018
C 0.9390 8.6272 -0.7807 -0.005 0.059 0.007
C 1.1399 7.9028 0.3883 -0.001 -0.047 -0.042
C 1.2127 6.5221 0.3373 0.005 0.062 0.130
H 0.7840 6.0895 -3.0193 -0.001 0.007 0.018
H 0.6540 8.5612 -2.9101 0.002 0.003 0.021
H 0.8806 9.7067 -0.7353 0.005 -0.007 0.000
H 1.2379 8.4133 1.3366 -0.005 -0.002 -0.018
H 1.3584 5.9340 1.2346 -0.009 0.013 -0.025
O -2.2930 -5.6863 1.5806 0.169 0.056 0.234
S -1.3089 -6.5560 2.2025 -0.706 -0.771 -0.205
O -1.7337 -7.9070 2.4599 0.089 0.269 0.057
O -0.5313 -5.9146 3.2560 0.072 -1.338 -0.100
C -0.0531 -6.6904 0.9174 0.906 -0.200 -0.641
N 0.7136 -7.7810 0.7534 -0.313 0.349 0.203
C 1.6975 -7.6928 -0.1306 0.112 -0.031 -0.011
C 1.9685 -6.5485 -0.8829 -0.016 -0.258 0.075
C 1.1075 -5.5023 -0.6473 0.307 0.645 -0.373
N 0.1260 -5.5656 0.2258 -0.634 -1.146 0.013
C 1.1826 -4.1159 -1.2012 -0.078 -0.345 -0.163
C -0.0091 -3.3962 -1.2119 -0.097 -0.096 -0.166
C 0.0307 -2.0427 -1.4275 -0.061 -0.117 0.196
N 1.1870 -1.3825 -1.5925 0.105 0.688 -0.227
C 2.3242 -2.0842 -1.6940 -0.099 -0.211 0.140
C 2.3597 -3.4555 -1.5320 0.146 0.048 0.156
H 2.3277 -8.5706 -0.2314 -0.066 -0.025 -0.047
H 2.7827 -6.5099 -1.5942 -0.023 -0.008 0.030
H -0.9305 -3.8948 -0.9399 -0.004 0.048 -0.048
H -0.8632 -1.4360 -1.3456 -0.021 -0.032 -0.079
H 3.2370 -1.5214 -1.8371 -0.004 0.005 -0.032
H 3.3140 -3.9665 -1.5238 -0.026 -0.026 -0.070
F -8.7388 0.2567 -1.7283 -0.038 -0.007 -0.034
C -8.2161 0.1727 -0.4926 0.198 0.034 0.058
F -8.6039 -0.9919 0.0354 -0.051 -0.004 -0.002
F -8.7703 1.1588 0.2342 -0.045 -0.005 0.003
C -6.7140 0.3100 -0.5299 -0.091 -0.021 -0.029
C -6.1740 1.4936 -1.0182 0.011 0.051 -0.013
C -4.8030 1.6495 -1.0818 -0.013 0.023 0.016
C -3.9623 0.6157 -0.6573 0.157 -0.007 -0.002
C -4.5150 -0.5660 -0.1645 -0.012 -0.048 0.007
C -5.8927 -0.7187 -0.1013 0.074 -0.014 0.002
C -2.5335 0.7632 -0.7470 -0.150 -0.003 -0.014
C -1.3230 0.8766 -0.8547 0.251 0.106 0.000
H -6.8298 2.2914 -1.3429 0.010 -0.013 -0.001
H -4.3718 2.5706 -1.4524 -0.010 -0.021 0.001
H -3.8644 -1.3654 0.1674 -0.020 0.013 0.014
H -6.3222 -1.6352 0.2785 0.018 0.006 0.002
```
Positions in Å, forces in eV/Å.

=====

The following is a quantum chemistry calculation of a molecular structure, C46H33ClF5NO2RuS, from OMol25.

Output
HOMO-LUMO gap (alpha / beta) (eV): 6.18 / 6.34
Molar mass (g mol⁻¹): 895.36
Lowest unoccupied orbital energy (alpha / beta) (eV): -1.0 / -1.1
⟨S²⟩: 6.014
DFT total energy (Ha): -3430.46822
Relative energy (zero: lowest compared OMol25 entry of this formula, charge and spin) (kcal per mole): 2.8
HOMO energy (alpha / beta) (eV): -7.2 / -7.4
Spin multiplicity: 5
Net charge: 0

```
90
Properties=species:S:1:pos:R:3:forces:R:3
Ru -1.5904 -0.3196 0.0218 -0.352 -0.133 -0.410
O -1.3008 -2.2544 0.3933 0.131 0.292 0.117
C -0.3311 -3.1737 0.7218 -0.026 -0.082 -0.052
C 1.0764 -2.7498 0.1529 0.078 0.015 -0.003
C 1.5426 -1.4544 0.7382 -0.234 0.050 0.105
C 2.1289 -1.4666 1.9919 -0.053 0.029 -0.075
C 2.4225 -0.2839 2.6388 0.028 -0.013 0.091
C 2.0907 0.9146 2.0409 -0.065 -0.019 -0.060
C 1.5302 0.9310 0.7780 -0.149 0.029 0.061
C 1.1014 2.2372 0.1876 0.087 -0.041 0.008
C -0.3772 2.5888 0.5917 0.017 0.046 -0.074
O -1.2495 1.6244 0.1426 -0.013 -0.228 0.131
C -0.4122 2.7416 2.1196 0.020 0.018 0.014
C -1.0682 1.8206 2.9204 -0.007 -0.009 -0.002
C -1.0221 1.9254 4.3064 -0.016 -0.019 0.017
C -0.3229 2.9588 4.9068 0.017 0.021 -0.006
C 0.3169 3.9033 4.1106 -0.013 -0.012 0.022
C 0.2661 3.7958 2.7311 0.014 0.003 -0.027
C -0.7944 3.9145 -0.0575 -0.013 0.022 -0.001
C -0.0144 4.6426 -0.9430 0.061 0.009 0.023
C -0.5030 5.8072 -1.5272 -0.023 0.022 -0.008
C -1.7782 6.2538 -1.2311 0.013 -0.002 -0.006
C -2.5666 5.5302 -0.3429 -0.005 0.005 -0.003
C -2.0767 4.3752 0.2373 -0.028 -0.024 -0.017
N 1.2918 -0.2519 0.1340 0.676 -0.039 -0.131
C -0.7370 -4.5214 0.1087 -0.083 0.019 -0.025
C 0.0363 -5.2638 -0.7709 0.056 -0.011 0.029
C -0.4380 -6.4633 -1.2954 0.004 0.003 0.003
C -1.6917 -6.9290 -0.9454 0.001 -0.009 -0.014
C -2.4747 -6.1893 -0.0655 -0.002 -0.009 0.002
C -2.0003 -5.0001 0.4545 -0.014 0.007 -0.009
C -0.2030 -3.3368 2.2430 0.013 -0.023 0.000
C -0.6971 -2.3676 3.1031 -0.026 -0.004 0.030
C -0.4970 -2.4690 4.4749 -0.008 0.019 0.006
C 0.1968 -3.5460 5.0026 0.011 -0.028 -0.007
C 0.6771 -4.5334 4.1492 -0.003 0.012 0.019
C 0.4722 -4.4304 2.7828 0.043 0.021 -0.023
H 1.0034 -2.7376 -0.9299 0.001 -0.002 0.002
H 1.8061 -3.5117 0.4306 -0.007 -0.013 -0.005
H 2.3261 -2.4224 2.4542 -0.002 0.003 0.026
H 2.8799 -0.2992 3.6193 0.011 0.006 -0.007
H 2.2553 1.8589 2.5382 0.005 -0.006 0.027
H 1.1936 2.2604 -0.8937 -0.042 -0.028 0.016
H 1.7649 3.0033 0.5888 -0.002 0.025 -0.036
H -1.6353 1.0224 2.4575 0.007 -0.002 -0.009
H -1.5451 1.1981 4.9153 0.002 0.004 0.002
H -0.2900 3.0433 5.9853 0.002 -0.002 0.000
H 0.8449 4.7306 4.5676 0.001 0.000 -0.001
H 0.7490 4.5487 2.1169 -0.003 0.000 -0.003
H 0.9866 4.3225 -1.2038 -0.012 -0.003 0.006
H 0.1186 6.3574 -2.2219 -0.001 0.000 -0.001
H -2.1608 7.1565 -1.6891 0.003 -0.001 -0.004
H -3.5679 5.8679 -0.1076 0.001 -0.001 0.003
H -2.6962 3.8048 0.9186 0.005 -0.004 0.000
H 1.0218 -4.9310 -1.0707 -0.014 0.000 -0.004
H 0.1805 -7.0248 -1.9840 -0.007 -0.007 0.000
H -2.0637 -7.8578 -1.3577 0.003 -0.001 0.003
H -3.4607 -6.5413 0.2092 0.000 0.003 0.002
H -2.6156 -4.4167 1.1279 0.006 0.010 -0.004
H -1.2459 -1.5282 2.6963 -0.003 -0.001 -0.022
H -0.8879 -1.7017 5.1319 -0.003 -0.002 -0.002
H 0.3485 -3.6281 6.0711 0.006 0.001 -0.001
H 1.2018 -5.3910 4.5510 -0.001 0.002 0.005
H 0.8371 -5.2123 2.1256 -0.011 0.000 -0.002
F -3.3118 3.3834 -6.2680 0.001 0.002 -0.007
C -3.0981 2.4249 -5.3638 0.017 -0.025 0.047
C -2.0732 2.5398 -4.4447 -0.031 -0.029 -0.007
F -1.2710 3.6106 -4.4658 0.000 0.020 -0.009
C -1.8640 1.5384 -3.5136 0.070 0.020 -0.042
F -0.8175 1.7207 -2.6844 -0.051 0.005 -0.055
C -2.6434 0.3888 -3.4363 -0.119 0.063 0.070
S -2.4335 -0.9316 -2.2971 0.245 0.055 0.168
C -3.6603 0.3074 -4.3918 -0.068 0.020 0.035
F -4.4698 -0.7546 -4.4148 0.011 -0.001 0.009
C -3.8935 1.2929 -5.3330 0.028 0.006 0.004
F -4.8884 1.1599 -6.2144 0.005 0.012 -0.003
Cl 6.4480 0.7261 -4.0768 -0.001 0.003 -0.001
C 4.9299 0.4541 -3.2822 0.026 -0.005 -0.007
C 3.8390 1.2429 -3.6048 0.005 -0.011 0.015
C 2.6332 1.0217 -2.9572 0.005 0.011 -0.013
C 2.5107 0.0199 -2.0002 -0.022 -0.018 -0.101
C 1.1666 -0.1993 -1.3615 -0.339 0.041 0.239
C 3.6182 -0.7655 -1.6995 0.053 0.005 0.026
C 4.8315 -0.5511 -2.3328 -0.028 0.017 -0.001
H 3.9348 2.0203 -4.3497 -0.003 -0.001 -0.002
H 1.7722 1.6318 -3.2075 0.000 -0.009 0.001
H 0.6601 -1.0997 -1.6868 0.079 -0.024 -0.083
H 0.4810 0.6000 -1.6062 0.053 -0.074 0.005
H 3.5526 -1.5555 -0.9602 -0.024 -0.001 -0.003
H 5.6946 -1.1583 -2.0991 0.003 0.001 -0.002
```
Positions in Å, forces in eV/Å.

=====

Q: The lowest relative energy (zero: lowest compared OMol25 entry of this formula, charge and spin) belongs to which entry?
A: C46H33ClF5NO2RuS

=====

Q: Look up the DFT total energy of the third one.
A: -3430.46822 Ha

=====

Q: Which of these has the lowest DFT total energy?
A: C46H33BrF7LuN6O3PS2